# 1
Computed, not measured: a molecular structure, C37H46F3IIrOSbSi3, with wB97M-V/def2-TZVPD.

CARTESIAN COORDINATES (ANGSTROEM)
1 Ir 1.096 1.627 0.399
2 I 2.476 1.251 2.582
3 Sb -0.967 -0.870 0.511
4 Si 0.842 4.440 0.141
5 Si -0.829 2.924 -1.925
6 Si -1.857 3.272 1.096
7 F 6.179 -5.799 -2.679
8 F 5.411 -6.761 -0.903
9 F 4.230 -6.719 -2.713
10 O 2.120 3.315 -0.214
11 C -2.972 -1.656 0.327
12 C 0.927 5.916 -0.991
13 C 0.709 2.859 -3.014
14 C 3.222 -2.296 -0.818
15 C 3.460 -2.599 -2.162
16 C -4.398 -3.598 0.534
17 C 4.442 -4.693 -1.526
18 C 0.220 -3.693 -0.034
19 C 0.240 -3.477 -2.796
20 C 0.631 -4.768 -0.815
21 C 1.182 5.072 1.860
22 C 1.025 -2.299 4.134
23 C -1.614 -1.976 3.346
24 C -0.408 3.094 -0.090
25 C 0.731 -1.817 2.867
26 C -4.038 -0.963 -0.231
27 C -0.001 -2.619 5.010
28 C 4.222 -4.402 -0.188
29 C -0.589 -1.658 2.459
30 C -1.906 4.366 -2.468
31 C 3.538 3.473 -0.069
32 C 2.584 -1.075 -0.447
33 C -5.278 -1.572 -0.393
34 C 4.068 -3.789 -2.513
35 C -3.164 -2.989 0.690
36 C -3.459 2.489 0.538
37 C 2.023 -0.050 -0.116
38 C 3.616 -3.209 0.163
39 C -0.163 -2.404 -2.016
40 C -5.462 -2.887 -0.004
41 C -0.181 -2.504 -0.627
42 C -1.505 2.540 2.785
43 C -2.263 5.107 1.287
44 C 0.640 -4.663 -2.196
45 C 5.067 -5.989 -1.945
46 C -1.321 -2.454 4.615
47 C -1.768 1.363 -2.362
48 H -6.095 -1.014 -0.831
49 H -4.232 2.741 1.270
50 H 0.998 5.673 -2.049
51 H 0.227 -3.795 1.045
52 H 3.433 -2.976 1.204
53 H -3.804 2.827 -0.440
54 H 0.026 6.516 -0.836
55 H 4.244 -4.024 -3.555
56 H 3.802 3.589 0.981
57 H -1.145 0.489 -2.168
58 H -1.393 5.324 -2.381
59 H -2.385 2.652 3.424
60 H 3.151 -1.896 -2.922
61 H -2.927 5.246 2.144
62 H 4.008 2.578 -0.468
63 H 2.261 5.201 1.981
64 H -2.824 4.425 -1.878
65 H -0.469 -1.488 -2.505
66 H -1.277 1.472 2.723
67 H -1.399 5.752 1.443
68 H -6.426 -3.363 -0.129
69 H 2.058 -2.412 4.438
70 H -2.200 4.237 -3.512
71 H 4.518 -5.107 0.576
72 H 0.726 6.048 2.028
73 H -2.650 -1.851 3.055
74 H 0.965 -5.498 -2.802
75 H 1.540 -1.571 2.188
76 H 0.413 2.529 -4.014
77 H -3.371 1.406 0.526
78 H -1.989 1.378 -3.433
79 H 0.248 -3.384 -3.875
80 H 0.226 -2.993 6.000
81 H 0.950 -5.686 -0.339
82 H -3.921 0.053 -0.573
83 H 1.224 3.814 -3.127
84 H -2.713 1.248 -1.832
85 H 3.836 4.349 -0.645
86 H -2.342 -3.566 1.098
87 H -2.794 5.469 0.403
88 H -2.126 -2.697 5.297
89 H -4.527 -4.632 0.827
90 H -0.662 3.010 3.292
91 H 1.779 6.546 -0.724
92 H 0.852 4.386 2.638
93 H 1.429 2.134 -2.628

Cartesian forces (eV/Å) of the 2 atoms listed first:
-1.36 -0.71 -0.08
-0.01 0.11 -0.09

Its spin multiplicity is 1. The highest occupied orbital energy is -0.287 Ha. Its LUMO energy is -0.97 eV. The calculated total energy comes out at -90427.365 eV.



# 2
Computed, not measured: 7 unconnected molecules or ions with the total composition C37H48BN7O3, with wB97M-V/def2-TZVPD.

CARTESIAN COORDINATES (ANGSTROEM)
1 O -4.999 5.733 1.168
2 O 3.436 7.774 0.906
3 O -0.936 3.030 1.125
4 N 0.679 3.160 -3.116
5 N -2.287 -5.288 1.328
6 N -0.970 -1.646 -1.996
7 N 4.095 -0.564 1.271
8 N 2.305 4.361 -0.101
9 N 1.211 -4.900 2.467
10 N -6.472 -3.114 -4.250
11 C 5.736 0.611 2.559
12 C -3.512 -5.220 0.812
13 C 0.159 -2.744 -0.188
14 C 3.048 5.439 0.540
15 C 4.292 -1.624 2.052
16 C -3.823 -2.500 -3.616
17 C -4.874 -1.857 -2.981
18 C 1.252 1.055 -4.839
19 C -4.123 -3.456 -4.574
20 C -4.215 -6.321 0.349
21 C 0.446 -4.586 3.511
22 C 4.808 0.528 1.531
23 C -6.172 -2.199 -3.331
24 C 3.068 -5.106 3.970
25 C -1.723 -6.493 1.400
26 C 1.852 2.532 -3.073
27 C 5.191 -1.643 3.107
28 C -3.614 -7.567 0.426
29 C 0.920 -4.510 4.812
30 C 2.497 -5.151 2.707
31 C -2.339 -7.655 0.962
32 C 2.686 6.855 0.110
33 C 2.187 1.480 -3.910
34 C 1.204 7.164 0.205
35 C -3.002 4.421 0.480
36 C -0.207 2.749 -4.022
37 C -5.455 -3.724 -4.854
38 C -0.042 3.707 0.213
39 C 0.030 1.705 -4.903
40 C 0.908 -1.606 0.061
41 C -3.591 5.759 0.959
42 C 2.259 -4.777 5.046
43 C 5.929 -0.500 3.364
44 C 0.712 -0.493 -0.738
45 C -0.764 -2.711 -1.222
46 C 1.380 3.575 0.709
47 C -0.235 -0.564 -1.746
48 B -2.021 3.765 1.511
49 H -2.797 -2.258 -3.362
50 H -3.947 -4.227 0.761
51 H 4.114 5.319 0.334
52 H -3.339 -3.988 -5.097
53 H -4.689 -1.105 -2.225
54 H 3.119 7.698 1.809
55 H 1.470 0.224 -5.497
56 H -5.208 -6.201 -0.063
57 H 1.636 -1.579 0.861
58 H -2.213 3.879 2.694
59 H 1.056 8.234 0.072
60 H -0.729 1.398 -5.609
61 H -3.828 3.712 0.378
62 H -1.830 -8.606 1.042
63 H -0.141 3.284 -0.782
64 H 6.642 -0.474 4.178
65 H 0.616 6.652 -0.552
66 H -0.420 0.292 -2.389
67 H 1.406 3.876 1.756
68 H 3.150 0.998 -3.822
69 H -7.018 -1.717 -2.853
70 H 4.625 1.379 0.883
71 H 0.829 6.904 1.198
72 H 3.099 -5.401 1.839
73 H 1.278 0.416 -0.581
74 H 2.551 2.886 -2.320
75 H -3.349 6.534 0.229
76 H 5.305 -2.534 3.710
77 H 3.025 7.046 -0.908
78 H -0.284 4.770 0.170
79 H -3.174 6.050 1.921
80 H 2.942 5.377 1.625
81 H -1.154 3.277 -4.032
82 H 0.252 -4.245 5.620
83 H 0.282 -3.636 0.413
84 H 3.695 -2.501 1.821
85 H 1.863 4.670 -0.957
86 H -2.510 4.546 -0.484
87 H 4.118 -5.327 4.103
88 H 6.288 1.526 2.723
89 H 1.663 2.520 0.684
90 H -5.422 5.578 0.322
91 H -5.726 -4.465 -5.598
92 H -0.726 -6.518 1.826
93 H -1.373 -3.583 -1.442
94 H -0.596 -4.386 3.280
95 H -4.128 -8.451 0.073
96 H 2.665 -4.730 6.048

Cartesian forces (eV/Å) of the 2 atoms listed first:
0.07 -0.02 0.18
0.08 -0.04 -0.27

Its spin multiplicity is 1. The highest occupied orbital energy is -0.319 Ha. Its SMILES is C[C@@H](O)CNCCOBCCO.c1ccncc1.c1ccncc1.c1ccncc1.c1ccncc1.c1ccncc1.c1ccncc1. Its LUMO energy is 0.60 eV. The calculated total energy comes out at -56395.971 eV.



# 3
Computed, not measured: a molecular structure, C37H48Br2Cl3N2O6S3, with wB97M-V/def2-TZVPD.

CARTESIAN COORDINATES (ANGSTROEM)
1 Br -0.565 -0.447 4.169
2 Br -0.885 2.072 5.781
3 Cl -1.147 2.547 -4.178
4 Cl 5.855 1.142 0.830
5 Cl -0.246 -0.146 -3.058
6 S 6.365 4.219 -4.058
7 S 2.918 2.500 0.678
8 S 6.422 -3.228 -1.091
9 O 7.695 3.314 -3.849
10 O 2.117 1.158 3.562
11 O 6.141 4.338 -5.461
12 O 0.808 -5.959 3.398
13 O 1.285 3.231 3.559
14 O 6.515 5.466 -3.382
15 N 6.568 -0.497 -1.592
16 N 1.452 1.892 -1.758
17 C -1.309 0.919 0.566
18 C 2.521 3.644 -3.236
19 C 4.825 0.907 -0.549
20 C -4.468 -2.521 0.018
21 C -5.020 0.802 1.636
22 C 1.379 2.067 3.112
23 C -5.602 -0.278 0.673
24 C -2.037 3.287 -1.677
25 C -1.460 0.964 3.121
26 C 1.527 3.331 -2.093
27 C 0.580 1.702 1.850
28 C 2.728 1.273 -1.706
29 C -3.459 -3.525 0.601
30 C -0.555 -5.717 -0.101
31 C 3.899 4.170 -2.744
32 C 3.205 0.478 -2.717
33 C -3.753 1.490 1.059
34 C -1.934 2.089 -2.632
35 C -1.625 2.324 3.977
36 C -2.598 -4.169 -0.513
37 C -0.047 -6.491 1.160
38 C -5.210 -1.728 1.116
39 C 3.576 1.477 -0.626
40 C -3.104 2.696 4.184
41 C 0.674 1.627 -0.583
42 C 1.472 -4.958 4.154
43 C 6.561 -1.704 -1.401
44 C -2.744 0.388 0.598
45 C -0.622 1.112 -0.624
46 C -1.314 0.784 -1.946
47 C 1.224 1.895 0.649
48 C 5.248 0.120 -1.590
49 C 0.725 -5.503 2.057
50 C -2.097 -5.600 -0.139
51 C 4.444 -0.116 -2.679
52 C 5.052 3.275 -3.267
53 C -0.720 1.205 1.807
54 H 0.665 -7.280 0.892
55 H -2.691 4.026 -2.159
56 H 2.558 0.304 -3.575
57 H -3.922 -1.890 -0.692
58 H 4.710 2.555 -4.016
59 H -0.234 -6.316 -0.958
60 H -0.052 -4.746 -0.095
61 H -2.574 -5.861 0.811
62 H -3.977 -4.292 1.190
63 H -2.170 0.138 -1.787
64 H -1.062 3.095 3.451
65 H -3.447 3.415 3.426
66 H -4.094 2.078 0.197
67 H -6.111 -2.286 1.385
68 H -2.551 3.010 -0.758
69 H 3.992 4.214 -1.657
70 H -4.523 -1.612 1.960
71 H 2.611 2.803 -3.929
72 H 1.755 -5.437 1.667
73 H 1.055 -3.958 3.957
74 H -5.253 -0.086 -0.348
75 H -2.810 -0.458 1.288
76 H -5.792 1.581 1.695
77 H -2.467 0.583 2.984
78 H 1.377 -5.139 5.226
79 H -2.757 -3.007 1.272
80 H -4.797 0.375 2.618
81 H -3.104 0.070 -0.378
82 H 2.072 4.451 -3.827
83 H -2.459 -6.295 -0.904
84 H -3.782 1.839 4.120
85 H -2.970 1.847 -2.887
86 H 1.787 3.980 -1.244
87 H -5.203 -3.106 -0.551
88 H 4.041 5.180 -3.136
89 H 5.508 2.683 -2.464
90 H 0.223 -4.525 2.004
91 H -1.737 -3.527 -0.730
92 H 4.787 -0.753 -3.485
93 H 7.407 2.511 -3.387
94 H -3.286 2.181 1.757
95 H -0.870 -6.962 1.706
96 H -1.070 3.745 -1.483
97 H -3.230 3.191 5.148
98 H 2.533 -4.903 3.858
99 H -3.212 -4.228 -1.421
100 H -6.694 -0.187 0.652
101 H 0.560 3.676 -2.455

Cartesian forces (eV/Å) of the 2 atoms listed first:
-0.40 -0.73 -0.98
-0.05 1.08 0.01

As for the charge: -1. Its spin multiplicity is 1. The highest occupied orbital energy is -0.194 Ha. Its LUMO energy is 1.73 eV. The calculated total energy comes out at -264571.207 eV.



# 4
Computed, not measured: a molecular structure, C37H48Cl3N7ORuSSi3Te, with wB97M-V/def2-TZVPD.

CARTESIAN COORDINATES (ANGSTROEM)
1 Te 0.153 2.488 -0.830
2 Ru -0.220 -0.564 0.328
3 Cl 3.441 -1.954 -0.361
4 Cl 3.006 1.176 -0.086
5 Cl 1.883 -0.391 -2.716
6 S -0.037 -2.748 1.157
7 Si 0.309 5.956 0.165
8 Si 1.872 -0.562 -0.607
9 Si -1.506 2.790 -3.651
10 O 4.464 -2.675 2.955
11 N -1.345 -1.518 -1.200
12 N 0.381 0.430 2.178
13 N -1.857 0.615 0.584
14 N -3.542 -0.642 -0.532
15 N 2.382 -3.099 2.250
16 N -0.643 2.460 1.359
17 N 1.605 -4.853 0.959
18 C -1.388 -3.337 -2.780
19 C -4.013 1.432 0.688
20 C 2.150 1.934 3.691
21 C 0.716 -6.748 -2.211
22 C -1.514 0.933 -3.891
23 C 5.447 -6.817 2.666
24 C -3.156 2.379 1.261
25 C -1.815 1.812 1.190
26 C -1.417 6.346 -0.449
27 C 1.444 -3.641 1.424
28 C 0.248 5.903 2.031
29 C 2.046 0.564 3.894
30 C -1.617 3.132 -1.777
31 C -3.418 -2.523 -1.888
32 C -2.770 -3.428 -2.692
33 C 1.050 4.400 -0.663
34 C 0.367 1.781 2.110
35 C 3.918 -4.978 2.870
36 C 5.153 -5.478 2.466
37 C -0.735 -2.394 -2.023
38 C -5.370 1.661 0.585
39 C 4.524 -7.645 3.292
40 C -5.004 3.809 1.656
41 C 1.485 7.305 -0.374
42 C 0.073 3.551 -4.306
43 C 0.759 -5.596 0.027
44 C 1.147 -0.135 3.118
45 C -3.161 0.330 0.198
46 C -2.981 3.601 -4.456
47 C 1.278 2.552 2.818
48 C -3.637 3.581 1.753
49 C 3.656 -3.526 2.686
50 C 2.992 -5.807 3.502
51 C 1.470 -5.785 -1.305
52 C -2.703 -1.557 -1.168
53 C -5.857 2.865 1.085
54 C 3.302 -7.140 3.719
55 H -0.297 -6.400 -2.415
56 H 2.317 -2.093 2.307
57 H -0.813 -3.980 -3.430
58 H -0.370 5.089 2.411
59 H 0.099 4.633 -4.160
60 H -1.472 6.427 -1.537
61 H 0.974 3.115 -3.867
62 H -2.165 5.626 -0.112
63 H 1.603 -4.809 -1.779
64 H -3.921 3.197 -4.075
65 H -6.917 3.077 1.030
66 H -1.733 4.189 -1.557
67 H 2.051 4.202 -0.270
68 H -2.957 3.424 -5.534
69 H -0.184 -5.065 -0.084
70 H -5.419 4.735 2.032
71 H 0.338 -2.309 -2.070
72 H -2.973 4.310 2.199
73 H 2.505 7.093 -0.046
74 H 1.228 -6.863 -3.165
75 H 1.266 3.622 2.696
76 H 1.500 7.416 -1.460
77 H 2.452 -5.339 1.230
78 H -2.293 0.641 -4.599
79 H 0.985 -1.196 3.242
80 H -2.988 4.681 -4.296
81 H -4.494 -2.495 -1.801
82 H -0.196 6.843 2.370
83 H -6.025 0.929 0.132
84 H 2.872 2.519 4.245
85 H 0.636 -7.735 -1.754
86 H -2.454 2.588 -1.337
87 H 6.400 -7.213 2.343
88 H 1.242 5.845 2.479
89 H -1.701 7.320 -0.042
90 H 4.761 -8.688 3.456
91 H 0.551 -6.565 0.488
92 H -1.706 0.404 -2.955
93 H 1.193 8.267 0.053
94 H 2.043 -5.405 3.836
95 H 5.868 -4.811 2.004
96 H -0.558 0.572 -4.273
97 H -3.324 -4.168 -3.254
98 H 2.658 0.045 4.617
99 H 2.596 -7.783 4.227
100 H 0.133 3.372 -5.383
101 H 2.476 -6.174 -1.121
102 H 1.195 4.666 -1.717

Cartesian forces (eV/Å) of the 2 atoms listed first:
0.43 0.26 -1.04
0.01 -0.70 0.71

As for the charge: +1. Its spin multiplicity is 2. The expectation value of S² is 0.777. The highest occupied orbital energy (spin up / spin down) is -0.337 / -0.371 Ha. Its LUMO energy (spin up / spin down) is -3.49 / -3.95 eV. The calculated total energy comes out at -133539.324 eV.



# 5
Computed, not measured: a molecular structure, C37H49BClIrN8S4, with wB97M-V/def2-TZVPD.

CARTESIAN COORDINATES (ANGSTROEM)
1 Ir 1.298 0.478 -0.648
2 Cl -0.566 3.084 -0.022
3 S -2.199 0.401 -0.684
4 S 0.600 -1.730 -0.348
5 S 5.075 0.253 -2.851
6 S 0.015 0.088 3.954
7 N -0.524 -2.331 2.100
8 N -3.645 -1.859 -1.368
9 N -2.197 1.616 3.410
10 N -2.233 -0.363 2.481
11 N -2.563 -2.002 0.533
12 N 1.874 1.336 1.154
13 N 1.115 -0.132 -2.656
14 N 1.550 -3.042 1.913
15 C -2.785 3.948 3.872
16 C -3.501 -0.817 -3.610
17 C -1.473 0.475 3.226
18 C 2.370 -0.423 -4.675
19 C 4.362 0.889 -0.459
20 C 0.559 -2.338 1.294
21 C 0.000 -0.679 -4.680
22 C 5.457 0.747 -1.251
23 C 3.411 0.227 -2.479
24 C 1.058 -3.477 3.121
25 C 3.050 2.444 3.436
26 C -3.805 -3.150 -0.888
27 C 2.698 1.109 3.380
28 C -3.135 -3.236 0.268
29 C -1.841 2.802 4.242
30 C 2.112 0.592 2.237
31 C -4.430 -1.308 -2.516
32 C 1.204 -0.690 -5.362
33 C -2.018 2.429 5.712
34 C 3.695 -2.470 0.751
35 C 2.451 -4.604 0.250
36 C -2.834 -1.165 -0.501
37 C -3.483 0.207 2.317
38 C 3.646 3.058 4.664
39 C 2.826 -3.584 1.324
40 C 0.259 2.147 -1.278
41 C 3.620 -4.276 2.431
42 C -0.208 -3.034 3.230
43 C -0.008 -0.408 -3.321
44 C 3.158 0.585 -1.171
45 C -3.472 1.417 2.892
46 C -5.306 -2.415 -3.099
47 C 2.299 -0.134 -3.324
48 C 2.241 2.634 1.185
49 C -0.408 3.271 3.964
50 C -5.334 -0.187 -2.004
51 C 2.814 3.209 2.289
52 B -2.012 -1.794 1.971
53 H 4.546 3.621 4.418
54 H 2.840 0.457 4.231
55 H -2.821 -1.621 -3.896
56 H -3.801 3.783 4.231
57 H -1.343 1.616 5.976
58 H -4.714 -3.247 -3.486
59 H -6.004 -0.567 -1.231
60 H 1.921 -4.130 -0.575
61 H -0.208 3.294 2.890
62 H 2.082 3.208 0.287
63 H -2.934 0.050 -3.282
64 H -4.386 -3.895 -1.395
65 H 1.820 -5.388 0.671
66 H 0.328 2.627 4.433
67 H -2.812 4.108 2.792
68 H -2.424 4.861 4.342
69 H 3.896 2.302 5.406
70 H -6.028 -2.793 -2.375
71 H 0.901 2.806 -1.863
72 H -4.750 0.634 -1.595
73 H 3.329 -0.418 -5.174
74 H -3.045 2.114 5.906
75 H 3.882 -1.695 1.497
76 H 1.233 -0.903 -6.422
77 H -0.911 -3.139 4.035
78 H -0.302 4.283 4.357
79 H 2.937 3.756 5.113
80 H 1.642 -4.047 3.815
81 H 3.082 4.257 2.256
82 H -4.240 2.163 2.925
83 H 4.657 -2.897 0.465
84 H 6.488 0.909 -0.981
85 H -1.796 3.290 6.345
86 H 3.129 -5.179 2.793
87 H -0.533 1.732 -1.896
88 H 3.812 -3.607 3.270
89 H -3.055 -4.054 0.960
90 H 4.580 -4.575 2.014
91 H -0.919 -0.423 -2.729
92 H -4.094 -0.540 -4.483
93 H 1.837 -0.448 2.174
94 H 3.255 -2.018 -0.131
95 H -5.941 0.190 -2.828
96 H -2.657 -2.543 2.665
97 H -0.930 -0.880 -5.187
98 H -5.866 -1.993 -3.932
99 H 4.422 1.185 0.577
100 H 3.357 -5.066 -0.144
101 H -4.274 -0.298 1.794

Cartesian forces (eV/Å) of the 2 atoms listed first:
-0.97 -0.06 -0.10
0.10 0.17 0.01

As for the charge: +1. Its spin multiplicity is 2. The expectation value of S² is 0.767. The highest occupied orbital energy (spin up / spin down) is -0.327 / -0.327 Ha. Its LUMO energy (spin up / spin down) is -3.05 / -4.64 eV. The calculated total energy comes out at -110463.058 eV.



> Among the records above, which one has the lowest calculated total energy?

C37H48Br2Cl3N2O6S3